DFT (the ωB97M-V functional and the def2-TZVPD basis) results for a 8-piece molecular cluster, C43H86F12N4O9 overall in a non-equilibrium geometry.

As for the total charge: 0. The lowest unoccupied orbital energy comes out at 0.013 hartree. The value obtained for the HOMO energy is -7.6 eV. The calculation puts the total energy at -102979.3453 eV.

Cartesian coordinates (Å):
1 C -1.226 2.820 -4.568
2 C -1.018 3.009 -3.087
3 C 0.129 2.071 -2.659
4 N 0.700 2.363 -1.264
5 C -0.396 2.272 -0.271
6 C 1.228 3.798 -1.242
7 C 2.149 3.795 0.030
8 C 2.397 2.308 0.405
9 C 1.797 1.501 -0.793
10 H -1.902 3.663 -4.921
11 H -1.864 1.980 -4.764
12 H -0.291 2.886 -5.186
13 H -1.894 2.826 -2.513
14 H -0.691 3.989 -2.865
15 H 0.962 2.220 -3.389
16 H -0.277 1.045 -2.657
17 H -1.106 3.089 -0.444
18 H 0.100 2.513 0.671
19 H -0.812 1.242 -0.270
20 H 0.311 4.482 -1.211
21 H 1.791 3.874 -2.170
22 H 1.717 4.441 0.832
23 H 3.127 4.259 -0.261
24 H 1.956 1.919 1.365
25 H 3.497 2.134 0.307
26 H 1.602 0.440 -0.522
27 H 2.484 1.466 -1.640
28 C -1.975 3.269 6.360
29 C -3.222 3.443 5.519
30 C -2.679 3.186 4.017
31 N -3.807 3.033 3.043
32 C -4.599 1.764 3.302
33 C -3.218 3.039 1.623
34 C -4.308 3.847 0.819
35 C -5.458 4.110 1.807
36 C -4.721 4.125 3.102
37 H -1.209 3.863 5.864
38 H -1.646 2.275 6.425
39 H -2.094 3.527 7.461
40 H -3.550 4.465 5.547
41 H -4.100 2.863 5.755
42 H -2.063 2.297 4.006
43 H -2.071 4.017 3.616
44 H -5.112 1.943 4.232
45 H -3.862 0.858 3.412
46 H -5.244 1.545 2.468
47 H -2.954 2.037 1.372
48 H -2.341 3.647 1.638
49 H -4.543 3.163 -0.022
50 H -3.873 4.800 0.480
51 H -6.189 3.283 1.708
52 H -5.994 5.079 1.610
53 H -5.396 4.060 3.966
54 H -4.192 5.038 3.131
55 C 5.571 -1.602 -1.710
56 C 4.581 -1.984 -0.631
57 C 4.645 -3.395 -0.351
58 N 4.491 -3.805 1.091
59 C 5.620 -3.358 1.947
60 C 4.347 -5.291 1.070
61 C 3.475 -5.722 2.346
62 C 2.956 -4.337 2.862
63 C 3.154 -3.411 1.684
64 H 5.245 -2.131 -2.621
65 H 6.625 -1.880 -1.441
66 H 5.579 -0.530 -1.971
67 H 3.524 -1.766 -0.913
68 H 4.836 -1.389 0.257
69 H 5.652 -3.693 -0.560
70 H 3.851 -3.895 -0.932
71 H 6.559 -3.465 1.368
72 H 5.613 -3.921 2.845
73 H 5.604 -2.282 2.223
74 H 5.354 -5.735 1.138
75 H 3.764 -5.551 0.199
76 H 4.094 -6.226 3.048
77 H 2.649 -6.246 2.010
78 H 3.507 -4.050 3.785
79 H 1.905 -4.439 3.169
80 H 3.079 -2.358 1.850
81 H 2.427 -3.717 0.983
82 C 0.337 0.243 3.186
83 C 0.743 -0.401 1.881
84 O 1.917 -0.624 1.677
85 N -0.270 -0.677 1.084
86 H -1.268 -0.482 1.351
87 H 1.463 -3.376 -1.982
88 C -0.196 -1.510 -0.091
89 H -0.695 -0.009 3.359
90 H 0.375 1.335 3.118
91 H 0.986 -0.163 3.930
92 H 0.644 -1.310 -0.730
93 H -1.025 -1.288 -0.742
94 H -0.258 -2.578 0.203
95 C 2.066 -3.050 -3.883
96 O 3.125 -3.853 -4.233
97 O 2.066 -2.768 -2.449
98 C 2.273 -1.729 -4.666
99 F 1.533 -1.770 -5.786
100 F 1.834 -0.717 -3.893
101 F 3.543 -1.471 -5.052
102 C 2.929 -5.252 -4.109
103 C 4.019 -6.003 -4.831
104 H 5.052 -5.860 -4.481
105 H 3.708 -7.042 -4.641
106 H 4.005 -5.899 -5.882
107 H 1.941 -5.607 -4.445
108 H 2.914 -5.578 -3.087
109 H 1.135 -3.556 -4.128
110 C -1.461 6.489 -0.166
111 O -0.960 7.095 -1.422
112 O -1.300 5.193 -0.046
113 C -0.695 7.170 1.006
114 F 0.597 7.401 0.800
115 F -1.236 8.405 1.247
116 F -0.806 6.486 2.149
117 C -1.838 6.946 -2.453
118 C -1.106 7.469 -3.713
119 H -0.849 6.706 -4.380
120 H -1.873 8.059 -4.321
121 H -0.246 8.092 -3.470
122 H -2.834 7.448 -2.225
123 H -1.887 5.842 -2.676
124 H -2.513 6.769 0.014
125 C 0.611 -5.599 -1.116
126 O 0.050 -4.361 -1.810
127 O 1.856 -5.548 -0.933
128 C 0.054 -5.793 0.315
129 F -1.255 -6.140 0.399
130 F 0.752 -6.781 0.892
131 F 0.301 -4.707 1.056
132 C -1.299 -4.601 -2.316
133 C -1.702 -3.470 -3.191
134 H -2.750 -3.563 -3.435
135 H -1.617 -2.524 -2.657
136 H -1.280 -3.444 -4.165
137 H -1.934 -4.583 -1.417
138 H -1.453 -5.494 -2.908
139 H 0.191 -6.441 -1.730
140 C -3.524 -0.756 1.165
141 O -2.949 -1.942 0.703
142 O -2.696 -0.031 1.919
143 C -4.010 -0.058 -0.178
144 F -4.428 -0.948 -1.028
145 F -4.986 0.811 0.124
146 F -3.015 0.682 -0.844
147 C -3.142 -3.090 1.525
148 C -2.358 -3.189 2.837
149 H -2.403 -2.253 3.397
150 H -2.722 -4.018 3.434
151 H -1.290 -3.519 2.699
152 H -2.943 -3.848 0.862
153 H -4.231 -3.185 1.788
154 H -4.475 -0.991 1.675

=====

DFT (the ωB97M-V functional and the def2-TZVPD basis) results for a 6-piece molecular cluster, C43H87ClF3NO13P2 overall in a non-equilibrium geometry.

As for the total charge: 0. The lowest unoccupied orbital energy comes out at -0.056 hartree. As for the SMILES: C=CC(=O)OCCCCCC[C@H](O[C@@H](C[C@@H](O)C(F)(F)F)P(O)Cl)[C@@H](O[C@@H](CCCCn1cccc1)OCCCC)[PH2]=O.CC(C)O.CC(C)O.CC(C)O.CC(C)O.CC(C)O. The value obtained for the HOMO energy is -7.4 eV. The relative energy (zero: lowest compared OMol25 entry of this formula, charge and spin) is 20.279 eV. The calculation puts the total energy at -113338.9689 eV.

Cartesian coordinates (Å):
1 C 2.579 -2.925 2.250
2 C 1.173 -3.435 2.310
3 C 0.789 -5.032 2.360
4 O 1.659 -5.905 1.829
5 O -0.481 -5.586 2.916
6 C -1.631 -4.879 2.298
7 C -3.070 -5.679 2.568
8 C -4.152 -4.801 3.431
9 C -5.700 -4.885 2.894
10 C -5.735 -4.461 1.311
11 C -6.878 -3.290 0.963
12 C -6.254 -1.754 1.090
13 O -5.552 -1.706 2.385
14 C -4.615 -0.572 2.434
15 C -5.127 0.392 3.695
16 C -5.119 -0.418 5.120
17 O -4.303 0.415 6.063
18 C -6.629 -0.733 5.679
19 F -6.562 -2.048 6.408
20 F -7.664 -0.896 4.629
21 F -6.947 0.339 6.673
22 P -2.773 -1.108 2.742
23 O -2.037 0.337 3.423
24 Cl -1.846 -1.479 0.859
25 C -7.436 -0.580 0.941
26 O -6.919 0.715 0.482
27 C -6.964 0.865 -0.979
28 C -6.070 2.241 -1.312
29 C -5.968 3.271 -0.040
30 C -4.559 2.980 0.764
31 C -3.807 4.438 1.090
32 N -2.353 4.279 1.478
33 C -1.667 5.171 2.531
34 C -0.056 4.803 2.716
35 C 0.237 3.556 1.683
36 C -1.266 3.336 0.985
37 O -6.290 -0.217 -1.734
38 C -6.988 -0.528 -2.990
39 C -5.879 -1.118 -4.054
40 C -4.854 -2.235 -3.432
41 C -3.297 -1.770 -3.821
42 P -8.959 -1.236 -0.013
43 O -9.866 -2.028 1.061
44 H 3.065 -2.549 3.246
45 H 3.128 -2.888 1.209
46 H 0.300 -2.655 2.338
47 H -1.445 -4.763 1.125
48 H -1.634 -3.790 2.732
49 H -3.439 -6.033 1.515
50 H -2.796 -6.632 3.198
51 H -4.153 -5.250 4.535
52 H -3.860 -3.671 3.518
53 H -6.215 -5.922 3.098
54 H -6.352 -4.072 3.477
55 H -6.088 -5.420 0.696
56 H -4.690 -4.166 0.858
57 H -7.229 -3.547 -0.148
58 H -7.788 -3.484 1.676
59 H -5.431 -1.676 0.253
60 H -4.575 0.042 1.411
61 H -4.429 1.359 3.707
62 H -6.193 0.784 3.366
63 H -4.567 -1.447 4.986
64 H -4.579 1.376 5.882
65 H -1.426 0.096 4.180
66 H -7.808 -0.405 2.062
67 H -8.049 1.121 -1.404
68 H -6.656 2.833 -2.167
69 H -5.021 1.983 -1.761
70 H -6.918 3.320 0.642
71 H -5.850 4.364 -0.507
72 H -4.699 2.319 1.721
73 H -3.818 2.434 0.004
74 H -4.390 4.957 1.963
75 H -3.858 5.162 0.143
76 H -2.176 6.044 3.166
77 H 0.754 5.290 3.415
78 H 1.226 2.952 1.459
79 H -1.466 2.514 0.143
80 H -7.829 -1.339 -2.893
81 H -7.489 0.419 -3.511
82 H -6.468 -1.663 -4.937
83 H -5.282 -0.206 -4.478
84 H -5.024 -3.332 -3.871
85 H -4.883 -2.349 -2.268
86 H -3.015 -0.723 -3.322
87 H -3.285 -1.667 -4.991
88 H -2.487 -2.531 -3.411
89 H -9.772 -0.129 -0.460
90 H -8.664 -2.177 -1.062
91 C 4.435 0.868 -0.303
92 C 3.024 1.281 -0.689
93 C 2.730 0.956 -2.146
94 O 2.866 2.681 -0.477
95 H 5.178 1.404 -0.904
96 H 4.636 1.119 0.744
97 H 4.583 -0.207 -0.440
98 H 2.301 0.768 -0.045
99 H 3.413 1.495 -2.812
100 H 1.716 1.270 -2.413
101 H 2.828 -0.117 -2.338
102 H 3.504 3.145 -1.045
103 C 9.794 1.250 -0.538
104 C 8.380 1.021 -1.048
105 C 8.326 -0.138 -2.031
106 O 7.911 2.205 -1.688
107 H 10.472 1.500 -1.361
108 H 9.819 2.095 0.159
109 H 10.177 0.362 -0.026
110 H 7.712 0.818 -0.204
111 H 8.953 0.063 -2.907
112 H 7.305 -0.283 -2.399
113 H 8.666 -1.068 -1.564
114 H 8.498 2.393 -2.439
115 C -13.972 -0.977 -1.047
116 C -12.898 0.059 -1.339
117 C -13.461 1.235 -2.121
118 O -11.848 -0.547 -2.089
119 H -14.388 -1.382 -1.976
120 H -13.550 -1.823 -0.495
121 H -14.787 -0.545 -0.458
122 H -12.465 0.416 -0.398
123 H -13.859 0.908 -3.088
124 H -12.674 1.967 -2.335
125 H -14.261 1.733 -1.564
126 H -12.224 -0.867 -2.926
127 C 14.512 2.552 -2.934
128 C 13.555 1.691 -2.125
129 C 14.258 1.041 -0.944
130 O 13.005 0.679 -2.964
131 H 15.330 1.949 -3.344
132 H 13.995 3.004 -3.788
133 H 14.940 3.350 -2.321
134 H 12.723 2.306 -1.764
135 H 15.067 0.384 -1.283
136 H 13.560 0.415 -0.378
137 H 14.678 1.794 -0.271
138 H 13.737 0.128 -3.288
139 C 19.312 3.021 -3.156
140 C 18.355 2.161 -2.347
141 C 19.058 1.510 -1.166
142 O 17.805 1.148 -3.186
143 H 20.130 2.418 -3.566
144 H 18.795 3.473 -4.009
145 H 19.740 3.820 -2.542
146 H 17.523 2.775 -1.986
147 H 19.867 0.854 -1.505
148 H 18.360 0.884 -0.600
149 H 19.478 2.264 -0.493
150 H 18.537 0.598 -3.510

=====

DFT (the ωB97M-V functional and the def2-TZVPD basis) results for a 4-piece molecular cluster, C43H92BrClN8O8PS2 overall in a non-equilibrium geometry.

As for the total charge: +1. The lowest unoccupied orbital energy comes out at -0.107 hartree. The value obtained for the HOMO energy is -9.7 eV. The calculation puts the total energy at -187896.0420 eV.

Cartesian coordinates (Å):
1 C 1.182 3.662 2.543
2 C 2.516 4.260 1.965
3 C 2.383 4.870 0.526
4 C 3.249 4.101 -0.562
5 C 2.302 3.056 -1.224
6 C 2.869 2.372 -2.504
7 C 2.047 1.083 -2.959
8 C 0.595 1.158 -2.397
9 N -0.338 0.157 -2.994
10 C -0.818 0.576 -4.356
11 C -0.693 -0.652 -5.337
12 C -1.753 -0.466 -6.503
13 C -1.057 -0.117 -7.872
14 C -0.987 1.423 -8.165
15 C 0.391 1.854 -8.787
16 C 0.557 3.405 -8.817
17 C 1.828 3.854 -9.638
18 C -1.509 0.148 -2.153
19 S -2.416 -1.215 -2.075
20 S -2.041 1.557 -1.110
21 C -2.574 2.922 -2.207
22 C -2.268 4.346 -1.654
23 C -3.169 4.825 -0.455
24 N -3.945 3.780 0.224
25 C -5.117 3.266 -0.136
26 N -5.870 2.300 0.453
27 C -6.992 2.025 -0.249
28 C -8.054 0.992 0.059
29 N -6.938 2.874 -1.303
30 N -5.837 3.622 -1.258
31 C -5.686 4.584 -2.342
32 C -6.180 6.002 -1.913
33 O -7.045 6.160 -1.148
34 Cl -5.326 7.429 -2.615
35 P -3.214 3.173 1.756
36 O -3.408 1.538 1.784
37 Br -4.455 3.943 3.491
38 H 0.690 4.356 3.259
39 H 0.424 3.407 1.773
40 H 1.421 2.741 3.121
41 H 2.817 5.079 2.656
42 H 3.288 3.467 2.021
43 H 1.320 4.954 0.217
44 H 2.787 5.906 0.576
45 H 3.630 4.843 -1.290
46 H 4.041 3.580 0.010
47 H 2.006 2.323 -0.438
48 H 1.358 3.590 -1.495
49 H 3.924 2.068 -2.368
50 H 2.750 3.104 -3.337
51 H 2.523 0.176 -2.519
52 H 2.052 1.037 -4.068
53 H 0.199 2.171 -2.638
54 H 0.652 0.944 -1.315
55 H -0.286 1.475 -4.735
56 H -1.915 0.768 -4.284
57 H 0.328 -0.619 -5.767
58 H -0.908 -1.608 -4.827
59 H -2.480 0.347 -6.284
60 H -2.346 -1.393 -6.650
61 H -0.064 -0.611 -7.903
62 H -1.677 -0.584 -8.671
63 H -1.185 2.053 -7.272
64 H -1.750 1.647 -8.942
65 H 1.202 1.391 -8.185
66 H 0.496 1.502 -9.837
67 H 0.632 3.774 -7.770
68 H -0.312 3.916 -9.282
69 H 1.617 4.803 -10.173
70 H 2.659 4.075 -8.933
71 H 2.148 3.097 -10.380
72 H -3.642 2.846 -2.497
73 H -1.998 2.822 -3.156
74 H -1.184 4.470 -1.439
75 H -2.468 5.053 -2.499
76 H -2.482 5.260 0.307
77 H -3.840 5.666 -0.740
78 H -9.059 1.458 0.010
79 H -7.869 0.470 1.017
80 H -8.006 0.209 -0.734
81 H -7.696 2.862 -1.980
82 H -6.362 4.261 -3.166
83 H -4.665 4.670 -2.756
84 H -3.578 1.239 2.696
85 C 9.075 -1.603 -0.040
86 O 7.895 -2.386 -0.024
87 C 7.538 -2.842 1.282
88 C 6.244 -2.181 1.733
89 N 6.447 -0.759 2.007
90 C 5.206 -0.018 2.213
91 C 4.254 0.105 1.021
92 O 4.768 0.888 -0.047
93 C 5.563 0.168 -0.979
94 H 9.331 -1.404 -1.081
95 H 8.919 -0.645 0.466
96 H 9.907 -2.138 0.426
97 H 8.339 -2.687 2.002
98 H 7.368 -3.920 1.204
99 H 5.885 -2.672 2.637
100 H 5.502 -2.329 0.937
101 H 6.941 -0.342 1.228
102 H 5.493 0.993 2.516
103 H 4.666 -0.458 3.058
104 H 3.364 0.638 1.375
105 H 3.900 -0.866 0.660
106 H 5.247 -0.873 -1.077
107 H 6.617 0.219 -0.702
108 H 5.461 0.652 -1.952
109 C -9.659 -0.430 3.013
110 O -9.076 -1.304 2.057
111 C -8.119 -2.200 2.629
112 C -8.625 -3.632 2.567
113 N -9.738 -3.835 3.489
114 C -10.421 -5.118 3.316
115 C -11.165 -5.347 1.998
116 O -12.294 -4.506 1.823
117 C -12.017 -3.246 1.238
118 H -10.280 0.289 2.476
119 H -10.296 -0.979 3.711
120 H -8.890 0.119 3.564
121 H -7.852 -1.915 3.650
122 H -7.214 -2.126 2.017
123 H -7.811 -4.312 2.831
124 H -8.924 -3.835 1.531
125 H -10.415 -3.094 3.356
126 H -11.150 -5.195 4.127
127 H -9.699 -5.927 3.464
128 H -11.560 -6.367 2.027
129 H -10.504 -5.305 1.126
130 H -11.173 -3.288 0.544
131 H -11.833 -2.497 2.013
132 H -12.903 -2.931 0.685
133 C 6.616 -6.543 8.043
134 O 7.479 -5.456 8.327
135 C 8.862 -5.789 8.219
136 C 9.496 -5.052 7.051
137 N 9.012 -5.574 5.775
138 C 9.399 -4.762 4.623
139 C 8.821 -3.347 4.532
140 O 7.415 -3.313 4.326
141 C 6.646 -3.363 5.518
142 H 5.597 -6.229 8.265
143 H 6.668 -6.822 6.985
144 H 6.857 -7.409 8.666
145 H 9.018 -6.869 8.142
146 H 9.340 -5.451 9.143
147 H 10.582 -5.169 7.099
148 H 9.257 -3.987 7.161
149 H 8.002 -5.625 5.804
150 H 9.078 -5.310 3.732
151 H 10.492 -4.705 4.580
152 H 9.261 -2.880 3.648
153 H 9.109 -2.716 5.379
154 H 7.157 -2.893 6.362
155 H 6.384 -4.395 5.762
156 H 5.712 -2.826 5.337

=====

Which of these has the highest lowest unoccupied orbital energy? C43H86F12N4O9